Density functional theory data (ωB97M-V with the def2-TZVPD basis set) for a gas-phase ion, C2H8N3O2 (charge +1) in a non-equilibrium geometry.

## Properties
* charge: +1
* Kohn-Sham gap: 9.80 eV
* HOMO level: -14.87 eV
* SMILES: [H]/N=[NH+]/NOCOC
* E_tot: -10756.1194 eV
* energy relative to the best compared isomer or geometry (same formula, charge and spin): 174.0 kcal per mole

```
15
Properties=species:S:1:pos:R:3:forces:R:3:mulliken_charge:R:1
C 0.748 -0.592 0.792 2.4861 0.5120 1.7150 -0.37
C 1.508 -1.283 -1.156 0.3477 -0.7495 -0.2537 -0.73
N -2.745 1.625 0.003 0.7383 1.4230 -0.9469 -0.74
N -0.547 1.458 0.098 1.7015 -0.5938 -0.1767 -0.10
N -1.718 1.018 0.317 -2.2178 -3.2336 2.8421 0.84
O 0.663 0.849 0.449 -0.5167 0.6084 0.1633 -0.22
O 0.445 -1.413 -0.200 -0.4936 0.3926 -0.2290 -0.32
H -1.746 0.104 0.930 0.2279 1.5556 -1.4474 0.31
H 0.331 -0.781 1.765 -1.4080 -0.1681 0.1221 0.48
H 1.863 -0.662 1.075 -1.2688 0.6511 -0.6706 0.30
H 1.203 -1.905 -1.964 -0.3562 0.3235 -1.2120 0.28
H 2.356 -1.840 -0.780 0.5104 0.2504 0.4609 0.33
H 1.768 -0.225 -1.347 -0.3265 -0.7803 -0.3092 0.35
H -3.646 1.261 0.277 0.1960 -0.8716 0.3749 0.30
H -0.483 2.387 -0.261 0.3798 0.6805 -0.4327 0.28
```
Forces are in eV/Å.